1.
DFT (ωB97M-V/def2-TZVPD) results for 4 unconnected molecules or ions with the total composition C18H39FNO11S in a non-equilibrium geometry.

Properties
HOMO level	-12.0	eV
ΔE to the lowest compared entry with this formula, charge and spin	46.1	kcal/mol
molecular weight	496.57	Da
total charge	+1
E	-56853.75912	eV

CARTESIAN COORDINATES (ANGSTROEM)
C  4.6836  -0.6367  1.9449
C  4.7064  0.7594  1.1994
C  4.4476  1.9766  2.2124
C  2.9371  2.3876  2.0207
S  2.4760  3.9791  2.8076
F  2.9404  3.8904  4.3718
O  0.8290  4.0650  2.7892
C  0.3289  4.1031  1.4106
C  -1.2514  4.1286  1.3844
N  -1.7310  2.9343  2.1169
C  -3.1876  2.8415  1.8105
C  -3.9117  1.6355  2.5325
C  -4.4351  0.6322  1.4180
O  -3.0824  0.9466  3.4771
H  5.5307  -0.7014  2.6729
H  4.8492  -1.4508  1.1851
H  3.6865  -0.8557  2.4176
H  3.8361  0.7289  0.4764
H  5.6270  0.9186  0.5845
H  4.6170  1.6748  3.2808
H  5.1843  2.7729  1.9406
H  2.7610  2.5205  0.9128
H  2.2019  1.6118  2.3633
H  0.7779  4.9678  0.8374
H  0.6233  3.1800  0.8322
H  -1.5320  3.9993  0.2994
H  -1.6899  5.0941  1.7520
H  -1.5753  3.0416  3.1220
H  -3.6583  3.8238  2.0895
H  -3.2752  2.7020  0.7044
H  -4.7938  2.0801  3.0811
H  -3.8507  0.6559  0.4653
H  -5.5295  0.8402  1.2713
H  -4.3297  -0.4026  1.8587
H  -3.6944  0.4309  4.0213
C  -1.7953  -2.6493  1.1511
O  -2.0961  -3.9980  0.8035
C  -3.2474  -4.4483  1.3154
O  -4.0025  -3.8235  2.0118
O  -3.4116  -5.7115  0.9150
C  -4.6112  -6.3240  1.3896
H  -0.8455  -2.3903  0.6857
H  -2.5630  -1.9737  0.7711
H  -1.6906  -2.5436  2.2319
H  -5.4882  -5.7906  1.0208
H  -4.6170  -6.3662  2.4793
H  -4.6356  -7.3411  1.0028
C  -2.9503  1.3322  -4.5014
O  -2.8443  0.4143  -3.4134
C  -3.5641  -0.7038  -3.5730
O  -4.2537  -0.9681  -4.5184
O  -3.3799  -1.4728  -2.4947
C  -4.0962  -2.7086  -2.5311
H  -2.3298  2.1953  -4.2650
H  -2.5816  0.8812  -5.4233
H  -3.9807  1.6679  -4.6234
H  -3.7721  -3.3173  -3.3757
H  -5.1710  -2.5292  -2.5753
H  -3.8715  -3.2455  -1.6104
C  4.7443  -2.7473  -2.8072
O  5.4177  -1.5637  -2.3753
C  5.8562  -0.7874  -3.3754
O  5.7264  -1.0089  -4.5469
O  6.4656  0.2798  -2.8402
C  6.9864  1.1978  -3.8024
H  4.4369  -3.2937  -1.9169
H  3.8542  -2.4952  -3.3848
H  5.4139  -3.3807  -3.3894
H  6.1848  1.6054  -4.4195
H  7.7430  0.7172  -4.4231
H  7.4542  2.0156  -3.2565

Cartesian forces, eV/Å:
0.421 0.035 -0.848
-1.148 -0.502 0.484
0.131 -0.492 -0.255
-0.041 -0.725 0.210
-0.142 0.773 0.088
-1.527 -0.650 -2.353
2.036 -0.731 0.807
-0.731 0.089 -2.440
1.047 -0.537 0.498
-0.465 0.752 -0.891
0.347 -0.132 0.764
-0.757 0.157 -1.147
-0.263 -0.333 1.262
-0.168 0.636 -0.264
-0.909 0.033 -0.399
-0.133 0.796 0.711
1.043 0.410 -0.225
1.022 0.117 0.509
-0.712 -0.181 0.756
-0.079 0.241 -1.054
-0.950 -0.266 0.368
-0.002 0.497 1.173
0.738 0.551 -0.101
-0.473 -0.573 0.920
-0.262 0.701 1.027
0.385 0.250 1.040
0.514 -0.614 -0.253
-0.245 -0.059 -0.359
0.015 -0.837 -0.279
0.007 0.201 0.922
0.801 -0.558 -0.551
-0.563 0.127 0.790
1.080 -0.307 -0.316
-0.295 0.952 -0.594
0.308 0.078 -0.090
0.141 0.387 0.067
-0.041 -0.079 -0.030
0.089 -0.287 -0.134
0.014 0.094 -0.002
0.113 0.209 -0.009
-0.345 -0.299 0.095
-0.062 -0.264 -0.096
-0.012 -0.045 0.143
-0.175 0.024 -0.050
0.076 0.063 0.143
-0.052 0.148 -0.075
0.227 0.124 -0.086
0.018 0.299 -0.271
0.018 -0.056 0.123
0.076 -0.042 0.161
0.009 0.032 -0.009
0.078 0.166 0.005
-0.187 -0.403 0.100
0.021 -0.168 0.192
-0.171 -0.024 0.039
0.043 -0.149 -0.088
-0.119 0.122 -0.026
0.088 0.007 -0.156
0.149 0.218 0.002
-0.206 -0.380 -0.049
0.074 0.239 0.042
0.066 -0.003 0.169
-0.019 0.023 0.019
-0.148 -0.144 0.137
0.191 0.308 -0.220
0.134 0.212 0.075
0.156 -0.006 -0.095
-0.085 0.128 -0.084
0.068 -0.162 -0.061
-0.169 -0.014 -0.050
-0.084 -0.178 0.174

2.
DFT (ωB97M-V/def2-TZVPD) results for 13 unconnected molecules or ions with the total composition C72H120B5F20N12O8 in a non-equilibrium geometry.

Properties
HOMO level	-18.8	eV
molecular weight	1715.85	Da
total charge	+7
E	-168562.18022	eV

CARTESIAN COORDINATES (ANGSTROEM)
C  8.1004  1.6403  3.2279
O  8.4545  0.2781  2.8595
C  7.3431  -0.4977  2.7051
C  7.8244  -1.8200  2.2164
N  8.2139  -2.7582  3.3723
H  7.3291  -2.9059  3.9489
H  8.5289  -3.6197  2.9664
C  9.2628  -2.3647  4.3632
C  9.4876  -3.4006  5.3786
O  8.1607  -3.6935  5.9630
C  8.1863  -4.8964  6.7946
H  7.0745  1.8302  2.8811
H  8.8849  2.3246  2.8458
H  8.0686  1.6729  4.3002
H  6.5716  -0.1805  1.9436
H  6.6588  -0.6095  3.5588
H  8.7294  -1.7722  1.6713
H  6.9757  -2.2940  1.7175
H  8.9213  -1.3923  4.6331
H  10.2254  -2.1777  3.9048
H  10.2569  -3.1917  6.1797
H  9.7597  -4.3069  4.8602
H  7.4147  -4.8258  7.5838
H  9.1836  -4.9609  7.2547
H  8.1390  -5.7963  6.1466
C  -3.0676  -2.9117  6.1584
O  -3.9426  -4.0513  5.9028
C  -5.2451  -3.7807  6.4119
C  -6.1650  -4.8575  5.9528
N  -6.1382  -4.6583  4.4463
H  -6.5661  -3.7126  4.2769
H  -5.1889  -4.5829  4.2039
C  -6.8299  -5.7250  3.6223
C  -8.1503  -6.2518  4.1390
O  -9.1241  -5.1928  4.0912
C  -10.4003  -5.6830  4.5454
H  -3.4586  -1.9776  5.7548
H  -2.1442  -3.0888  5.6410
H  -2.8378  -2.7905  7.2127
H  -5.5323  -2.7611  6.0611
H  -5.1848  -3.8138  7.5048
H  -7.1812  -4.6781  6.2630
H  -5.9033  -5.8868  6.1848
H  -6.1715  -6.5917  3.6510
H  -6.9867  -5.2891  2.6661
H  -8.0278  -6.5185  5.1552
H  -8.5447  -7.1358  3.6721
H  -11.0945  -4.8903  4.5409
H  -10.3026  -6.1138  5.5978
H  -10.6798  -6.5411  3.9214
C  4.6044  3.4260  -5.7269
O  3.6588  2.8952  -4.7821
C  4.1763  3.1469  -3.4862
C  3.2175  2.7707  -2.3603
N  3.1229  1.2974  -2.1524
H  2.1810  1.0853  -1.7504
H  3.0271  0.8526  -3.0611
C  4.1355  0.5598  -1.3085
C  5.5679  0.6868  -1.6843
O  6.0915  1.8852  -1.0982
C  7.4682  2.0247  -1.4481
H  5.6512  3.0916  -5.6487
H  4.6092  4.5494  -5.5082
H  4.1900  3.1618  -6.7024
H  4.3518  4.2053  -3.4410
H  5.0858  2.5871  -3.4488
H  2.1832  3.0294  -2.6484
H  3.4228  3.3118  -1.4326
H  3.8484  -0.4807  -1.4357
H  3.9469  0.7299  -0.2121
H  5.7504  0.7403  -2.7841
H  5.9957  -0.2236  -1.2779
H  7.7393  3.0671  -1.2475
H  7.6756  1.8740  -2.5403
H  8.1578  1.3190  -0.9205
C  0.8890  -4.9649  8.1906
O  1.6546  -3.9755  7.5527
C  2.2992  -4.2328  6.3083
C  3.6153  -5.0182  6.3593
N  4.7065  -4.0024  6.5648
H  5.5837  -4.4641  6.7133
H  4.8613  -3.5109  5.6750
C  4.6738  -3.0161  7.7529
C  4.7510  -3.7305  9.0909
O  5.8482  -4.5314  9.1408
C  6.0025  -5.4079  10.2725
H  0.6333  -4.4980  9.1266
H  1.5268  -5.8053  8.2987
H  -0.0213  -5.2274  7.5600
H  2.4312  -3.2503  5.9209
H  1.5217  -4.6926  5.6781
H  3.9068  -5.6544  5.5261
H  3.6255  -5.6845  7.2618
H  3.6898  -2.5015  7.6427
H  5.4982  -2.3295  7.5551
H  3.9010  -4.3368  9.2964
H  4.7755  -2.9441  9.8270
H  6.8446  -6.0290  10.0308
H  5.0884  -6.0793  10.4067
H  6.2842  -4.9086  11.2232
C  1.1253  -9.7579  -7.2973
N  1.1699  -8.7725  -6.2147
C  1.2720  -7.4403  -6.4923
C  1.2838  -6.4419  -5.5120
C  1.1235  -6.8648  -4.1665
C  0.8898  -8.1944  -3.9247
C  0.8968  -9.1019  -4.9496
C  0.9847  -5.8105  -3.1783
C  -0.2146  -5.4742  -2.6306
C  -0.3089  -4.4402  -1.7136
N  0.7872  -3.7476  -1.3558
C  2.0095  -4.0560  -1.8871
C  2.1376  -5.0293  -2.8352
C  0.7312  -2.6739  -0.3237
H  2.1362  -9.8473  -7.7856
H  0.4629  -9.4339  -8.0593
H  0.8557  -10.6946  -6.8526
H  1.3283  -7.2067  -7.5253
H  1.2678  -5.4178  -5.8751
H  0.6588  -8.5690  -2.9607
H  0.6712  -10.1667  -4.8795
H  -1.1025  -6.0287  -2.8478
H  -1.2300  -4.0910  -1.2778
H  2.8658  -3.5385  -1.4886
H  3.1119  -5.2001  -3.2719
H  1.1740  -1.7887  -0.6978
H  1.2875  -3.0401  0.5457
H  -0.3279  -2.5606  -0.0440
C  -2.7217  -0.0512  -1.3537
N  -3.4461  1.0214  -2.0615
C  -2.8407  1.8416  -2.9755
C  -3.6924  2.6104  -3.7778
C  -5.0414  2.6852  -3.5494
C  -5.6017  1.9904  -2.4650
C  -4.7512  1.1632  -1.7343
C  -6.0070  3.3080  -4.4553
C  -6.4342  4.6352  -4.4134
C  -7.2332  5.1267  -5.4114
N  -7.7804  4.3408  -6.3680
C  -7.4252  3.0012  -6.3783
C  -6.6158  2.4622  -5.4248
C  -8.3851  4.8861  -7.5876
H  -2.3713  -0.7028  -2.1028
H  -3.4194  -0.5377  -0.7091
H  -1.8873  0.3366  -0.7259
H  -1.7903  1.7577  -3.0551
H  -3.2353  3.2864  -4.4872
H  -6.6270  2.0941  -2.2192
H  -5.0973  0.5532  -0.9278
H  -6.1259  5.2365  -3.5923
H  -7.4757  6.1770  -5.5582
H  -7.8001  2.4206  -7.1962
H  -6.4139  1.4153  -5.4349
H  -9.2421  4.2589  -7.8657
H  -7.6781  4.8713  -8.4391
H  -8.6762  5.8983  -7.3599
C  2.2429  1.7441  -7.5867
N  1.9711  3.1980  -7.5056
C  1.3183  3.6228  -6.3286
C  0.8947  4.8678  -6.2270
C  1.1985  5.7893  -7.2633
C  1.7272  5.3231  -8.4277
C  2.1752  4.0234  -8.5073
C  0.8220  7.2099  -7.2025
C  -0.2605  7.7612  -6.5018
C  -0.5415  9.1063  -6.6647
N  0.2149  9.8955  -7.4478
C  1.3130  9.3980  -8.0026
C  1.6464  8.0624  -7.9156
C  -0.0099  11.3568  -7.4509
H  2.7891  1.4782  -8.5340
H  1.2964  1.2339  -7.6097
H  2.8280  1.3934  -6.7059
H  1.2186  2.9376  -5.5082
H  0.5563  5.2749  -5.2942
H  1.9395  5.9635  -9.2761
H  2.7667  3.6202  -9.3133
H  -0.9465  7.1566  -5.9517
H  -1.4490  9.5243  -6.2368
H  1.9432  10.0908  -8.5466
H  2.5448  7.7338  -8.4304
H  0.8942  11.6920  -7.8272
H  -0.0943  11.7406  -6.4572
H  -0.8302  11.5973  -8.0953
C  -0.8543  5.5541  0.9889
N  -2.0601  5.1526  1.6268
C  -2.6283  5.8953  2.6243
C  -3.8635  5.5910  3.1581
C  -4.5840  4.5439  2.5671
C  -4.0306  3.7155  1.6165
C  -2.7647  4.0913  1.0995
C  -5.9180  4.2755  3.0158
C  -6.7376  5.3396  3.2737
C  -7.9852  5.1009  3.7716
N  -8.4289  3.8848  4.0382
C  -7.5813  2.7776  3.8960
C  -6.3381  2.9684  3.3952
C  -9.6858  3.7600  4.7217
H  -1.0363  5.8991  0.0151
H  -0.2766  4.6570  0.8427
H  -0.3215  6.3535  1.4692
H  -2.0196  6.7357  2.9146
H  -4.2992  6.2220  3.9362
H  -4.6394  2.9429  1.1963
H  -2.2036  3.5734  0.3112
H  -6.5558  6.3807  3.0566
H  -8.6802  5.8811  3.9011
H  -8.0804  1.8127  4.1380
H  -5.7513  2.1316  3.1020
H  -10.5069  3.4950  4.0592
H  -9.9712  4.7047  5.1467
H  -9.4953  2.9769  5.5170
B  0.3422  1.6553  -0.0774
F  0.0590  0.9235  0.9945
F  0.7458  0.7462  -1.1421
F  -0.6929  2.4366  -0.5648
F  1.4555  2.5693  0.1631
B  4.2632  -2.9902  2.9519
F  4.6884  -3.9854  2.1075
F  5.1184  -2.9212  4.2178
F  4.3422  -1.8009  2.2416
F  2.9291  -3.1915  3.3600
B  -2.9599  6.0346  -2.2652
F  -3.0005  6.2608  -0.8535
F  -2.4888  4.6327  -2.4906
F  -4.1566  6.2696  -2.9288
F  -2.0337  6.8884  -2.8649
B  -4.2161  -1.3174  1.8847
F  -2.8699  -1.7814  1.6267
F  -4.9513  -1.2382  0.5610
F  -4.8645  -2.3260  2.7099
F  -4.4709  -0.0334  2.4309
B  0.2419  0.3050  -4.6616
F  -0.4236  0.8855  -5.7341
F  0.7939  1.4329  -3.8973
F  -0.5975  -0.4081  -3.7905
F  1.3056  -0.5506  -5.1513

Cartesian forces, eV/Å:
0.336 -0.576 -0.285
0.131 1.735 0.189
-1.458 -0.669 -1.069
-0.672 -1.225 1.598
-1.476 -0.035 0.774
1.147 -0.336 -0.795
-0.332 -0.896 -0.278
0.523 1.691 -0.997
-1.885 -1.241 1.939
0.867 -0.138 0.308
0.987 0.306 -0.649
0.479 0.396 -0.289
-0.745 -0.430 0.117
0.101 0.286 0.658
0.997 0.440 0.175
0.461 -0.035 0.570
0.568 0.430 -1.137
0.462 -0.404 -0.113
-0.047 0.640 1.190
0.091 -0.033 -0.746
-0.852 0.161 -0.988
0.603 -0.521 -0.173
0.398 -0.092 -0.576
-0.397 0.062 0.295
-0.467 0.388 0.372
-0.251 -0.641 -0.326
0.261 1.117 0.009
1.279 0.237 1.218
-0.311 0.516 -1.415
-3.309 0.016 0.770
0.450 -1.112 -0.117
1.841 0.184 -0.733
-0.048 -0.761 0.496
-0.874 2.386 0.480
0.381 -0.531 0.051
1.580 -1.866 1.169
-0.405 -0.054 -0.003
0.385 -0.345 -0.261
-0.251 -0.127 0.258
-0.297 -0.627 0.324
-0.256 0.363 0.024
-0.329 0.058 0.240
0.406 0.132 0.065
0.325 0.175 -0.522
0.251 0.070 -1.028
0.159 -0.540 1.425
0.313 -0.431 -0.901
-0.762 0.783 -0.181
-0.137 0.719 -1.070
-0.356 0.374 -0.081
-0.780 1.489 0.505
0.388 -0.520 -0.288
-0.844 -0.283 0.171
-0.740 0.293 -0.767
0.058 -0.234 0.704
0.054 0.308 0.220
0.274 0.021 -0.435
-1.412 -0.281 0.560
0.242 1.299 -0.007
0.326 -1.170 -0.698
0.874 0.306 -0.508
-0.461 -0.341 0.259
0.169 -1.191 -0.906
0.519 0.397 0.115
0.434 0.656 0.443
0.911 -0.007 0.591
0.467 0.162 0.024
0.227 -0.499 -0.093
-0.036 -0.234 -0.160
0.246 0.451 -1.144
-0.233 -0.424 0.576
0.802 -0.071 0.048
0.053 -0.367 0.247
-0.522 -0.007 0.639
-0.731 0.509 -0.072
-0.691 0.350 -1.643
1.209 1.232 -0.219
-1.953 -1.110 0.177
-0.121 0.222 2.177
0.599 0.052 0.739
0.676 -0.825 0.097
-0.335 0.369 -0.048
-1.711 -0.438 -1.087
-0.414 0.900 -0.209
1.951 -1.047 -0.053
-0.924 -0.395 0.307
-0.379 -0.346 0.394
0.147 -1.312 0.577
0.884 0.186 0.860
0.480 0.676 -0.636
0.592 -0.283 -0.243
-0.333 0.376 -0.320
-0.078 0.554 -0.715
0.890 -0.133 0.406
-0.029 -0.103 0.215
-1.318 -0.293 -0.036
-0.013 0.480 0.587
0.273 -0.396 -0.207
1.036 1.003 -0.098
-0.582 0.143 -0.623
2.059 -0.196 -0.334
-0.580 2.375 0.490
0.402 0.015 0.773
-0.345 -1.900 -0.520
-0.406 0.682 -2.067
0.013 -0.258 -0.037
0.240 -1.629 -0.899
2.173 1.344 0.639
-0.718 0.087 0.846
0.897 0.781 -0.052
0.562 -0.418 -0.266
-0.786 -0.032 0.176
-1.021 -0.593 -0.066
-0.897 -1.483 0.736
-0.864 0.069 0.732
-0.902 0.182 -0.497
-0.234 -0.518 -0.132
0.163 0.248 -0.773
0.249 -0.084 0.443
-0.107 -0.154 0.837
0.106 0.314 0.736
-0.399 -0.197 -0.215
-0.193 -0.179 0.068
-0.026 0.299 0.026
-0.056 -0.218 0.016
0.161 0.949 -0.439
-0.090 0.157 -0.073
0.535 0.319 -0.075
0.809 1.165 0.962
0.080 1.139 0.078
-2.791 -0.910 0.375
1.556 0.607 0.256
-0.853 -0.963 1.164
2.126 -0.320 0.063
-0.424 0.607 -1.020
-1.323 0.132 -1.436
0.526 -0.998 0.216
-1.335 0.383 -1.156
2.516 -1.845 0.238
-0.788 1.318 0.146
0.617 1.140 0.593
-0.344 -0.186 -0.532
0.659 -0.838 -0.778
-0.420 -0.425 0.367
-0.595 -0.075 -0.723
0.943 0.004 -0.220
0.011 -0.246 -0.185
-0.753 -0.120 0.245
-0.161 -0.416 0.402
0.473 0.798 0.183
0.058 -0.112 0.524
-0.344 -0.182 -0.223
0.225 -0.513 -0.157
0.114 0.391 0.194
-0.152 0.030 0.661
-0.323 0.254 -0.214
1.341 -0.613 -0.567
-1.428 -0.622 2.318
1.222 -2.177 -1.532
0.586 3.089 -0.303
-1.649 -0.518 0.589
1.098 0.201 -0.928
0.219 -0.422 0.052
0.352 0.363 0.219
0.336 0.250 -0.914
-0.662 -0.737 -0.065
-0.281 -0.320 1.537
0.801 -0.048 -0.694
-0.128 0.846 -0.223
-0.357 -0.943 -0.105
-0.444 0.583 0.962
-0.412 -0.188 0.168
-0.529 0.452 -0.580
0.017 -0.669 -0.097
-0.497 -0.222 0.356
-0.196 -0.085 0.087
-0.223 0.083 -0.403
-0.257 -0.250 0.455
0.341 0.191 0.028
-0.079 0.014 0.011
-0.184 0.099 0.229
1.431 1.387 -0.954
-0.406 -0.002 0.632
-0.475 0.235 -0.210
1.510 -0.544 -0.333
-3.665 -0.707 0.778
0.625 -0.429 -0.549
0.210 0.257 -0.805
1.178 -0.085 0.272
2.037 1.577 -0.900
0.355 0.070 0.690
-0.806 -0.605 1.613
-0.623 0.444 -0.226
-0.232 -0.531 -0.365
2.136 -1.002 0.076
-2.312 0.732 0.111
-0.104 0.891 -1.213
-0.821 -1.648 1.271
-0.789 0.523 -1.342
0.730 -0.174 0.291
0.101 -0.022 0.793
-0.100 0.121 0.335
0.295 -0.279 -0.247
0.225 -0.511 -0.318
-0.540 0.072 0.239
0.600 -0.045 -0.160
-0.676 0.861 0.336
0.802 0.804 -0.150
0.611 -0.716 0.307
0.169 -0.425 -0.144
0.124 0.278 0.466
-0.845 1.038 -0.781
1.998 1.349 -0.948
-0.629 -0.685 1.266
-0.020 -0.016 0.136
-0.819 0.084 -0.113
-0.648 -0.927 -0.290
-1.002 0.346 0.341
0.529 -0.664 0.318
-0.309 0.080 -1.714
0.476 0.573 0.354
0.740 -0.134 0.170
1.225 -0.386 -0.211
-0.428 -0.362 -0.936
-0.726 1.370 0.447
-0.664 -0.673 0.430
0.482 -0.104 0.186
-1.274 -1.113 -1.004
-1.615 1.275 0.363
1.097 -0.293 1.297
0.586 0.982 -0.667
1.036 -0.705 -0.022
0.973 0.064 0.306
-0.212 -0.156 -0.117
0.126 -0.771 -0.506
0.116 0.101 -0.406
-0.827 0.937 0.710